Record 1
Entry from the Open Molecules 2025 dataset: the molecule C16H20N2O2 at a distorted geometry (the ωB97M-V functional and the def2-TZVPD basis).

```
40
Properties=species:S:1:pos:R:3:forces:R:3:nbo_charge:R:1
N -1.31543 0.54264 -0.93350 0.007 1.322 -0.394 -0.5100
C 0.01910 -1.84891 -1.22152 -0.802 -0.736 -0.202 -0.2080
H -0.63784 -1.34765 -1.91638 0.257 0.158 -0.605 0.2042
C 1.56113 1.95415 2.72180 0.267 -0.559 -0.265 -0.2084
H -1.68314 -0.46694 0.61301 2.633 0.904 0.656 0.1434
H 0.97810 -3.11583 -2.64713 0.064 -0.290 -0.003 0.2092
H -1.55619 2.70767 3.76074 0.046 -0.094 -0.257 0.2084
H 3.14150 -3.29137 -1.18122 -0.690 -0.634 0.268 0.2145
C 2.31082 -2.29681 0.52919 -0.502 0.798 -0.223 -0.4041
C 1.26294 -2.45647 -1.83315 0.528 1.159 0.407 -0.3983
C -0.58416 0.05324 0.18849 -5.376 -3.621 2.020 0.1476
H 0.31871 -2.60023 1.29666 -0.065 0.260 0.026 0.1749
C -0.07289 1.07537 1.15423 -0.136 0.725 1.416 -0.0311
C 1.29009 1.30995 1.49213 -2.099 0.364 1.465 -0.1888
C -1.48404 2.19392 -2.49368 -0.096 1.520 -1.173 -0.5081
C 2.12483 -3.15601 -0.75467 0.140 0.457 0.009 -0.4017
N 0.27195 -0.98879 -0.12915 3.489 -0.807 1.215 -0.4760
H 2.59142 1.93890 3.08363 -0.173 0.315 -0.263 0.2099
C 0.55991 2.44764 3.57022 -0.362 -0.270 -1.089 -0.2307
H -3.65760 2.19806 -2.15738 -0.311 0.208 -0.043 0.2477
C -0.76473 2.32930 3.11284 0.287 0.537 0.566 -0.2152
H -1.00469 2.05535 -3.48411 -0.153 0.141 0.582 0.2468
H -0.57480 -2.68882 -0.89561 -0.723 -0.770 0.459 0.1545
O 0.53335 1.82159 -1.09891 -0.843 0.634 -1.184 -0.5632
C -2.86791 1.52150 -2.44266 0.765 -0.663 1.036 -0.5067
H 3.02017 -1.45023 0.31499 -0.652 -0.708 0.250 0.2020
H 2.06642 0.91183 0.88384 0.457 -0.242 -0.318 0.2283
O -3.52042 -0.31141 -0.84746 1.261 1.573 -0.997 -0.5351
C -0.61050 1.58406 -1.43369 0.113 0.361 -1.942 0.6994
H 1.05788 -1.04249 1.90447 -0.130 -1.063 -1.226 0.2290
H -2.10793 1.41875 1.75106 -0.655 0.008 -0.348 0.2052
H 2.70442 -2.88605 1.37104 0.154 0.028 -0.431 0.2106
H 0.80513 2.90098 4.54086 -0.181 -0.279 -0.561 0.2195
C 0.94962 -1.73814 1.00956 -0.290 1.306 -0.432 -0.2177
C -1.08898 1.67645 1.92221 1.838 -0.380 0.956 -0.1736
C -2.72946 0.47854 -1.33160 0.940 -1.275 1.301 0.7316
H -3.14234 0.99463 -3.34524 -0.114 -0.005 -0.286 0.2475
H -1.57936 3.28195 -2.32580 0.195 -0.430 -0.151 0.2444
H 1.60322 -4.09494 -0.47688 0.649 0.218 -0.200 0.1986
H 1.81173 -1.61541 -2.27122 0.260 -0.172 -0.041 0.1993
```
Positions in Å, forces in eV/Å.

The calculation puts the HOMO-LUMO gap at 8.6 eV. Its SMILES is O=C1CCC(=O)N1[C@H](c1ccccc1)N1CCCCC1. The calculation puts the molar mass at 272.3 g mol⁻¹. For the total energy, the calculation gives -881.63755 a.u.

Record 2
Entry from the Open Molecules 2025 dataset: the molecule C16H20N2O2S at a distorted geometry (the ωB97M-V functional and the def2-TZVPD basis).

```
41
Properties=species:S:1:pos:R:3:forces:R:3:nbo_charge:R:1
C 2.93517 5.83115 -0.29181 0.170 0.116 -0.019 -0.6325
C -1.32646 0.77085 1.77121 -0.014 0.416 0.582 0.0879
H 2.25612 -2.20499 2.23510 -0.020 0.367 -0.011 0.2169
H -3.68194 1.35552 2.94512 -0.103 -0.130 -0.130 0.1635
O -1.89142 1.50234 -1.96909 0.006 0.221 0.242 -0.9342
H -4.34350 -0.29402 2.73583 0.088 0.246 -0.254 0.1998
N -2.31748 -0.13204 2.29102 -0.431 -0.520 -0.258 -0.4672
C 2.71183 -0.18720 2.88682 -0.088 0.152 0.209 -0.2230
H 0.20091 2.79069 -2.59585 0.065 0.039 0.165 0.2448
C 1.72631 4.95792 -0.44131 -0.229 -0.120 -0.048 -0.0122
H -1.07515 4.06565 1.29391 0.157 -0.047 -0.102 0.2321
H -0.04417 -1.63890 1.47485 0.203 0.282 0.238 0.2207
H -3.96267 0.71381 1.30142 0.006 -0.013 0.272 0.2222
H 0.49561 2.42857 2.76308 0.317 -0.405 0.141 0.2163
C 0.91141 1.41801 2.67588 0.207 -0.268 0.134 -0.2433
S -1.83453 2.08736 -0.65902 0.184 -0.400 1.222 2.3253
C 0.58716 -0.87152 1.93405 0.621 0.042 0.382 -0.2491
H -1.30936 -0.46996 4.13757 -0.199 -0.147 0.058 0.1852
C 0.09792 0.41788 2.15369 -0.279 0.069 -0.001 0.0603
C 2.22193 1.11260 3.05655 -0.118 0.030 -0.253 -0.1911
O -2.96207 2.74467 -0.04557 0.455 -0.157 -0.314 -0.9380
H 2.84934 1.90427 3.47069 -0.083 -0.320 -0.117 0.2145
C -3.64819 0.44302 2.31651 -0.036 0.154 -0.047 -0.4061
N -1.39759 0.83286 0.34847 -0.327 0.315 -2.473 -0.8885
C -0.47228 3.25125 -0.60731 -0.106 0.260 -0.379 -0.3434
H -2.94027 -1.19490 3.95642 0.349 0.068 -0.037 0.2040
H -1.08638 0.01834 -0.17210 -0.048 0.234 0.095 0.4156
H -1.55591 -1.90399 3.10735 -0.051 0.191 0.323 0.1913
H 2.18333 4.31315 -2.45191 -0.200 -0.057 0.254 0.2167
H 3.55798 5.78416 -1.18782 -0.012 0.093 0.129 0.2176
C 1.49522 4.21910 -1.60914 -0.095 0.122 0.299 -0.2071
H 2.64264 6.87279 -0.11282 0.094 -0.162 -0.077 0.2244
H 0.94168 5.51068 1.49817 -0.030 -0.157 -0.311 0.2085
H 3.73595 -0.42245 3.19032 -0.389 0.048 -0.099 0.2175
H -1.57734 1.78918 2.10352 0.298 0.122 0.196 0.1802
H 3.53683 5.50948 0.56649 -0.063 0.053 -0.159 0.2236
C 1.89103 -1.18155 2.34738 -0.296 0.125 -0.316 -0.2018
C -2.00448 -0.95488 3.43623 0.187 -0.270 0.247 -0.4063
C -0.32238 4.07539 0.50875 0.255 -0.096 0.009 -0.1957
C 0.79740 4.89980 0.60275 -0.341 -0.225 -0.122 -0.1708
C 0.39461 3.37122 -1.69810 -0.102 -0.271 0.330 -0.1789
```
Positions in Å, forces in eV/Å.

The calculation puts the HOMO-LUMO gap at 9.1 eV. Its SMILES is Cc1ccc(S(=O)(=O)N[C@H](c2ccccc2)N(C)C)cc1. The calculation puts the molar mass at 304.4 g mol⁻¹. For the total energy, the calculation gives -1279.83820 a.u.

Record 3
Entry from the Open Molecules 2025 dataset: the molecule C16H20N2O4 at a distorted geometry (the ωB97M-V functional and the def2-TZVPD basis).

```
42
Properties=species:S:1:pos:R:3:forces:R:3:nbo_charge:R:1
O -1.72693 -1.63699 -2.10532 -0.494 -3.904 -2.042 -0.5915
H 7.44142 1.98530 0.17858 -2.758 -1.186 -0.856 0.2160
H -0.39146 0.48704 0.91670 -4.484 -1.340 6.677 0.4641
H -5.94386 1.90448 1.52714 2.234 -2.024 -0.582 0.2042
H -2.84723 -0.07843 0.79720 0.818 -0.091 -0.028 0.1961
H -1.93190 1.43249 -1.16693 -0.202 -2.410 -0.303 0.2127
C -5.16973 0.96121 1.31096 -3.120 2.148 3.274 -0.4220
C 0.71296 -1.46180 -1.02739 2.529 0.717 3.639 -0.1225
C 4.09482 1.42741 -0.37203 -5.235 -6.234 1.678 -0.1682
O 2.95198 -1.66709 1.93858 -2.710 -1.869 -7.171 -0.5350
H 1.27885 -3.33355 0.24761 -0.119 -1.005 -1.677 0.2769
C 4.04562 -0.08248 0.00705 1.599 7.113 -3.048 0.1466
H -5.81327 -1.01124 1.07532 5.319 -10.679 -0.401 0.1580
C 6.39079 1.39868 0.02447 3.158 2.517 3.367 -0.1540
H -3.90748 -0.90018 -0.40829 0.760 2.549 0.724 0.2173
H 5.30043 3.23603 -0.85735 -0.586 -3.208 2.755 0.2226
H 3.13461 1.84017 -0.60102 -0.245 0.345 -0.467 0.2309
C -1.50539 -0.67371 -1.46074 0.614 0.193 -1.436 0.6328
H -4.99318 1.39727 -0.94598 1.966 0.309 3.047 0.2009
C 5.33925 -0.55089 0.31217 -9.834 -5.087 0.066 -0.2094
H 0.39356 -2.39007 1.15228 1.229 1.287 -1.926 0.2769
H 0.38118 -2.15451 -1.65978 -0.893 -2.224 -3.514 0.2722
H 5.24564 -1.53812 0.62161 0.530 -2.189 0.321 0.2086
N 2.76520 -0.66756 -0.27425 7.058 -4.595 9.576 -0.4489
C -3.32640 0.12673 -0.15251 -1.265 -0.818 -1.693 -0.3883
H -2.97769 0.70840 -2.16475 -2.158 -0.325 -3.459 0.2477
C 6.37985 0.11324 0.59122 7.580 2.659 -1.152 -0.2342
C 1.12328 -2.26966 0.20682 -1.224 -1.509 4.476 -0.5647
N -0.35172 -0.54214 -0.85140 3.670 1.605 4.540 -0.1142
O 0.00253 0.49517 0.15452 3.943 -0.209 -9.578 -0.5555
C 5.16599 2.11814 -0.18101 6.283 4.196 -3.727 -0.2411
H -4.71447 0.80538 2.46812 -0.315 0.551 -3.454 0.2100
C -4.25141 1.35068 0.09505 -2.764 -1.020 -0.947 -0.4205
C -6.20491 -0.21265 1.16863 -4.525 9.992 5.903 -0.5205
C -2.40609 0.35633 -1.42272 -0.622 6.697 6.709 -0.4815
O 2.18517 0.12383 -2.25790 -0.373 -3.678 2.807 -0.6141
H -7.07742 -0.24983 2.16235 2.951 0.161 -2.954 0.1770
C 2.42707 -1.77646 0.72218 1.331 5.452 5.888 0.6966
H -6.76391 -0.13912 0.34194 -2.372 0.946 -3.182 0.1920
H -3.84114 2.40236 0.34082 -0.020 -1.973 -0.819 0.2375
C 2.06848 -0.72969 -1.27713 -5.410 5.606 -10.755 0.6569
H 7.31692 -0.60419 0.82519 -1.843 2.532 -0.279 0.2316
```
Positions in Å, forces in eV/Å.

The calculation puts the HOMO-LUMO gap at 8.5 eV. Its SMILES is CCCCCC(=O)N(O)[C@@H]1CC(=O)N(c2ccccc2)C1=O. The calculation puts the molar mass at 304.3 g mol⁻¹. For the total energy, the calculation gives -1031.70258 a.u.

Record 4
Entry from the Open Molecules 2025 dataset: a structure of composition C16H20N3O4S6Y (the ωB97M-V functional and the def2-TZVPD basis).

```
50
Properties=species:S:1:pos:R:3:forces:R:3:nbo_charge:R:1
C -4.67451 -0.36867 -0.65063 0.042 -0.004 -0.030 -0.4158
H -0.14594 -0.29323 3.50766 -0.005 0.004 -0.084 0.2043
H -3.99695 0.24153 -1.23953 -0.052 -0.015 0.016 0.2570
C 4.91800 2.01038 -1.67674 -0.002 -0.100 0.000 -0.2731
H 5.99026 1.89442 -1.64156 0.016 0.039 0.004 0.2330
N 1.27253 1.86104 2.66878 -0.056 -0.175 -0.093 -0.3955
H -1.79916 -2.60371 1.26295 0.020 0.060 0.011 0.2691
H -5.61582 -2.11163 0.85056 0.026 0.003 0.039 0.2280
S 0.40108 2.26230 -1.81263 0.172 0.229 -0.052 -0.2668
C 0.80101 0.85110 1.92861 0.070 0.090 -0.079 0.6988
O 1.25248 0.58948 0.81204 -0.104 -0.151 -0.040 -0.6700
N 2.78305 1.00507 -1.80416 -0.156 -0.189 0.038 0.0107
N -3.92739 -0.99383 0.43575 0.165 -0.010 -0.012 -0.3845
C 4.12813 0.89784 -1.74724 -0.048 0.176 -0.067 0.0391
H -4.11290 -2.97175 1.15347 0.007 0.002 0.032 0.2184
O -0.52663 -1.08330 1.64166 0.045 -0.017 0.080 -0.5036
H 2.17272 3.71076 2.36607 0.036 -0.001 -0.019 0.2052
C 4.29492 3.26257 -1.66081 0.070 -0.025 0.001 -0.1709
H 2.46269 2.50840 1.09023 0.020 0.023 0.027 0.2502
Y 0.08992 -0.39175 -1.11510 -0.221 -0.104 0.355 1.6938
S -0.04065 -6.23171 -5.60377 -0.178 0.016 0.158 -0.1279
H 4.88145 4.16871 -1.61598 0.058 0.027 0.007 0.2244
H -5.09250 -1.14827 -1.28665 -0.006 0.027 -0.024 0.2159
H 1.36468 1.48374 4.74864 0.016 -0.002 0.028 0.2051
O 2.10958 -0.13571 -1.88832 0.229 0.098 -0.045 -0.6721
C 2.37798 2.66025 2.16212 0.008 0.044 -0.021 -0.4146
C 0.83197 2.10769 4.02831 -0.060 0.102 0.069 -0.4134
H -4.67285 -1.70996 2.28515 0.019 -0.012 -0.010 0.2037
H -5.47928 0.24241 -0.24214 -0.015 0.025 -0.018 0.1997
C -2.63002 -0.75420 0.58230 -0.044 -0.027 -0.223 0.6930
H 1.02355 3.15257 4.26612 0.009 -0.032 0.013 0.2211
S 0.11622 -3.01438 -0.70996 -0.055 -0.368 -0.141 -0.4091
H -0.23845 1.94575 4.13444 -0.006 -0.025 0.005 0.2097
C 2.11457 2.19061 -1.76843 0.111 0.174 -0.042 0.0596
C -1.84768 -1.56760 1.60832 -0.106 0.048 0.015 -0.1753
C 2.92963 3.34091 -1.70403 -0.208 -0.013 -0.007 -0.2439
C -0.25227 -5.01204 -4.50829 0.519 0.038 -0.344 -0.5778
C -0.76911 -2.71022 -3.34692 0.033 0.131 0.183 -0.3891
H -2.31973 -1.53717 2.59719 0.041 -0.002 -0.054 0.1968
S 0.33669 -5.05506 -2.89459 -0.088 -0.167 0.196 0.4754
H -1.24569 0.67187 2.50081 0.017 -0.023 -0.052 0.2067
S -0.89832 -3.47144 -4.91445 -0.271 0.042 -0.076 0.4813
C -0.35332 0.03227 2.48048 0.008 0.013 0.135 -0.1585
S -1.41958 -1.07983 -3.19382 -0.078 -0.272 -0.164 -0.3816
O -2.01794 0.07581 -0.11132 0.096 0.159 0.190 -0.7133
H 3.31529 2.37499 2.64453 0.003 0.009 -0.004 0.2025
C -0.17817 -3.46362 -2.39151 -0.046 0.223 0.112 -0.4063
H 2.41850 4.29190 -1.68931 0.007 0.032 -0.006 0.2369
C -4.60486 -2.00193 1.23589 -0.125 -0.093 -0.009 -0.4199
H 4.47282 -0.12336 -1.77417 0.066 -0.003 0.002 0.2434
```
Positions in Å, forces in eV/Å.

The calculation puts the HOMO-LUMO gap at 6.0 eV. The calculation puts the molar mass at 599.7 g mol⁻¹. For the total energy, the calculation gives -3514.52871 a.u.